1.
The following is a quantum chemistry calculation of a 2-piece molecular cluster, CH4F2Si overall at a distorted geometry, from the OMol25 dataset.

Geometry (Å):
C1 0.011 0.924 -0.366
F1 1.658 -1.125 0.711
F2 0.163 -2.018 -1.037
Si1 0.214 -0.940 0.087
H1 -0.381 1.185 0.607
H2 0.941 1.496 -0.470
H3 -0.664 1.191 -1.152
H4 -1.942 -0.714 1.621

Forces on atoms 1 to 3 (eV/Å):
1.04 -1.12 0.89
-0.05 -0.09 0.49
-0.37 -0.71 -0.70

Output
Energy relative to the best compared isomer or geometry (same formula, charge and spin) in kJ/mol: 340.33
2S+1: 1
Lowest unoccupied orbital energy (alpha / beta) in eV: -0.8 / -0.9
Total charge: 0
DFT total energy in Eh: -529.720674

2.
The following is a quantum chemistry calculation of a 2-piece molecular cluster, C9H13N2O overall at a distorted geometry, from the OMol25 dataset.

Geometry (Å):
C1 -0.302 -0.799 1.792
C2 -0.645 3.298 1.089
C3 -0.848 2.007 1.583
C4 -0.336 3.133 -0.281
C5 -0.463 1.125 0.526
C6 0.097 -2.557 -0.224
C7 -0.164 -0.815 -1.801
C8 1.796 -0.643 -0.349
C9 -0.467 -0.251 0.514
N1 -0.206 -1.287 2.838
N2 0.320 -1.058 -0.470
O1 -0.220 1.849 -0.582
H1 -0.795 4.144 1.603
H2 -1.273 1.835 2.541
H3 -0.106 3.815 -1.088
H4 0.515 -2.980 0.717
H5 -0.890 -2.844 -0.180
H6 0.603 -3.140 -1.059
H7 0.074 -1.656 -2.502
H8 -1.140 -0.509 -1.605
H9 0.329 0.037 -2.343
H10 2.293 -1.177 0.399
H11 2.278 -0.923 -1.288
H12 1.777 0.422 -0.322
H13 -2.223 -1.024 0.493

Forces on atoms 1 to 3 (eV/Å):
-0.01 -1.21 2.82
0.28 -3.15 -3.91
1.15 -0.46 -1.85

Output
Energy relative to the best compared isomer or geometry (same formula, charge and spin) in kJ/mol: 679.39
2S+1: 1
Lowest unoccupied orbital energy (alpha / beta) in eV: -4.7 / -5.3
Total charge: +1
DFT total energy in Eh: -535.028209

3.
The following is a quantum chemistry calculation of one molecule with the formula C19H28N2O3S2, from the OMol25 dataset.

Geometry (Å):
C1 2.572 -1.231 2.293
S1 0.935 -0.705 1.751
C2 1.199 -0.614 -0.042
C3 2.292 0.389 -0.357
O1 3.433 -0.001 -0.558
N1 1.976 1.703 -0.372
C4 0.707 2.316 0.025
C5 1.146 3.697 0.498
C6 1.694 3.647 1.924
S2 3.040 4.870 2.039
C7 3.149 5.126 0.240
C8 2.324 4.035 -0.434
C9 1.859 4.468 -1.821
C10 3.053 2.688 -0.507
C11 1.379 -2.000 -0.703
N2 -0.001 -1.908 -1.191
C12 -0.894 -2.931 -1.175
O2 -0.544 -4.093 -1.121
C13 -2.364 -2.519 -1.206
C14 -2.949 -2.585 0.230
C15 -4.065 -3.604 0.088
C16 -4.761 -4.217 1.256
C17 -5.491 -3.238 0.369
C18 -3.698 -4.391 -1.145
O3 -3.111 -3.416 -2.005
C19 -0.175 -0.519 -0.754
H1 2.503 -1.376 3.369
H2 2.851 -2.173 1.824
H3 3.324 -0.476 2.073
H4 0.019 2.392 -0.821
H5 0.224 1.745 0.818
H6 0.349 4.438 0.414
H7 0.926 3.879 2.659
H8 2.085 2.653 2.148
H9 2.752 6.109 -0.014
H10 4.195 5.090 -0.068
H11 2.713 4.731 -2.446
H12 1.318 3.665 -2.325
H13 1.201 5.337 -1.758
H14 3.776 2.568 0.304
H15 3.583 2.547 -1.449
H16 2.119 -2.006 -1.501
H17 1.544 -2.842 -0.032
H18 -2.469 -1.530 -1.654
H19 -2.193 -2.927 0.940
H20 -3.319 -1.615 0.563
H21 -5.036 -5.262 1.191
H22 -4.475 -3.889 2.247
H23 -5.694 -2.252 0.766
H24 -6.254 -3.627 -0.293
H25 -2.970 -5.176 -0.919
H26 -4.557 -4.820 -1.661
H27 -1.031 -0.330 -0.103
H28 -0.188 0.183 -1.592

Forces on atoms 1 to 3 (eV/Å):
0.00 0.01 0.01
0.00 0.00 -0.01
0.00 0.00 0.06

Output
Energy relative to the best compared isomer or geometry (same formula, charge and spin) in kJ/mol: 106.70
Structure (SMILES): CSC1(C(=O)N2C[C@H]3CSC[C@@]3(C)C2)CN(C(=O)[C@@H]2CC3(CC3)CO2)C1
2S+1: 1
Lowest unoccupied orbital energy in eV: 0.4
Total charge: 0
DFT total energy in Eh: -1872.383586

4.
The following is a quantum chemistry calculation of a 2-piece molecular cluster, C2HClFN3 overall at a distorted geometry, from the OMol25 dataset.

Geometry (Å):
F1 0.955 -0.201 1.554
C1 1.336 0.320 0.360
N1 0.511 0.180 -0.813
N2 1.464 -0.567 -0.746
H1 2.042 1.234 0.360
N3 -1.939 -1.014 -1.322
C2 -2.043 -0.399 -0.364
Cl1 -2.325 0.447 0.971

Forces on atoms 1 to 3 (eV/Å):
-0.07 0.31 -0.58
1.77 1.98 -0.41
-0.87 0.89 0.36

Output
Energy relative to the best compared isomer or geometry (same formula, charge and spin) in kJ/mol: 199.02
Structure (SMILES): FC1N=N1.N#CCl
2S+1: 1
Lowest unoccupied orbital energy in eV: 0.2
Total charge: 0
DFT total energy in Eh: -801.013206

5.
The following is a quantum chemistry calculation of one molecule with the formula C31H42N2O4 at a distorted geometry, from the OMol25 dataset.

Geometry (Å):
C1 -8.076 -2.574 0.186
C2 -6.856 -1.662 0.235
C3 -6.150 -1.742 1.587
C4 -4.993 -0.753 1.737
C5 -3.830 -1.090 0.807
C6 -2.604 -0.239 0.953
C7 -2.563 0.793 1.830
C8 -1.393 1.611 2.028
O1 -1.300 2.517 2.826
O2 -0.308 1.318 1.262
C9 -0.314 0.346 0.328
C10 0.857 0.228 -0.423
C11 1.993 1.206 -0.241
C12 2.150 2.082 -1.494
C13 0.808 2.625 -1.995
N1 0.006 3.185 -0.936
C14 -1.376 3.421 -1.305
C15 -1.928 4.348 -0.215
C16 -0.679 4.873 0.513
C17 0.477 4.439 -0.385
C18 3.249 0.458 0.148
C19 4.490 0.653 -0.438
C20 5.602 -0.060 -0.030
C21 5.528 -1.014 0.989
N2 6.627 -1.770 1.361
C22 6.572 -2.515 2.597
C23 7.937 -1.354 0.919
C24 4.275 -1.198 1.588
C25 3.174 -0.479 1.174
C26 0.946 -0.806 -1.353
O3 2.108 -0.899 -2.045
C27 2.324 -2.000 -2.891
C28 -0.130 -1.672 -1.538
C29 -1.306 -1.524 -0.825
O4 -2.376 -2.344 -1.022
C30 -2.298 -3.372 -1.979
C31 -1.430 -0.500 0.146
H1 -7.785 -3.609 0.357
H2 -8.565 -2.511 -0.783
H3 -8.795 -2.292 0.952
H4 -7.167 -0.631 0.052
H5 -6.167 -1.949 -0.561
H6 -6.883 -1.538 2.372
H7 -5.780 -2.759 1.741
H8 -5.357 0.254 1.528
H9 -4.648 -0.785 2.772
H10 -4.161 -1.018 -0.230
H11 -3.540 -2.131 0.972
H12 -3.403 1.055 2.449
H13 1.714 1.861 0.588
H14 2.596 1.498 -2.298
H15 2.815 2.914 -1.257
H16 0.234 1.803 -2.435
H17 0.999 3.366 -2.799
H18 -1.909 2.466 -1.360
H19 -1.451 3.908 -2.296
H20 -2.510 5.158 -0.654
H21 -2.571 3.805 0.476
H22 -0.590 4.391 1.484
H23 -0.703 5.952 0.658
H24 1.402 4.291 0.171
H25 0.660 5.188 -1.180
H26 4.615 1.376 -1.228
H27 6.539 0.143 -0.523
H28 5.791 -3.275 2.542
H29 7.520 -3.025 2.751
H30 6.377 -1.874 3.467
H31 8.683 -2.043 1.310
H32 8.193 -0.340 1.252
H33 7.993 -1.389 -0.171
H34 4.148 -1.905 2.392
H35 2.227 -0.646 1.667
H36 2.232 -2.948 -2.352
H37 1.641 -1.996 -3.748
H38 3.347 -1.893 -3.250
H39 -0.047 -2.463 -2.262
H40 -3.266 -3.869 -1.946
H41 -2.130 -2.978 -2.986
H42 -1.515 -4.097 -1.733

Forces on atoms 1 to 3 (eV/Å):
0.15 0.16 -0.12
-0.07 -0.22 0.24
0.06 0.32 -0.20

Output
Energy relative to the best compared isomer or geometry (same formula, charge and spin) in kJ/mol: 0.00
Structure (SMILES): CCCCCc1cc(=O)oc2c([C@H](CCN3CCCC3)c3ccc(N(C)C)cc3)c(OC)cc(OC)c12
2S+1: 1
Lowest unoccupied orbital energy in eV: 0.5
Total charge: 0
DFT total energy in Eh: -1616.920787